# 1
Below is a 12-piece molecular cluster, C40H110N6O20 overall, with properties calculated with wB97M-V/def2-TZVPD.

```
176
Properties=species:S:1:pos:R:3:lowdin_charge:R:1
C -26.724 18.867 17.393 -0.06
C -25.982 19.519 16.206 -0.39
C -25.809 18.653 14.882 -0.17
O -25.309 17.362 15.278 -0.23
C -25.097 16.462 14.176 -0.08
N -26.686 20.778 15.926 0.03
H -27.802 18.984 17.291 0.06
H -26.448 19.425 18.288 0.08
H -26.514 17.799 17.443 0.06
H -24.942 19.704 16.473 0.13
H -25.164 19.063 14.105 0.12
H -26.808 18.581 14.452 0.11
H -24.334 16.933 13.556 0.08
H -26.076 16.364 13.707 0.07
H -24.681 15.525 14.547 0.09
H -26.108 21.401 15.380 0.07
H -27.418 20.605 15.252 0.06
C -34.158 13.597 20.749 -0.06
C -34.761 12.809 19.646 -0.44
C -35.299 13.646 18.528 -0.25
O -36.237 14.616 18.856 -0.14
C -37.539 14.128 19.198 -0.08
N -33.810 11.748 19.243 0.07
H -34.733 14.336 21.306 0.07
H -33.247 14.155 20.533 0.08
H -33.715 12.845 21.402 0.08
H -35.648 12.314 20.042 0.12
H -35.592 13.015 17.689 0.10
H -34.492 14.041 17.911 0.12
H -37.537 13.270 19.870 0.08
H -38.183 13.940 18.338 0.08
H -38.160 14.853 19.724 0.09
H -33.030 12.071 18.689 0.05
H -34.251 11.110 18.596 0.02
C -32.888 22.163 17.146 -0.04
C -33.192 20.695 17.743 -0.37
C -32.025 19.668 17.850 -0.15
O -32.391 18.452 18.663 -0.23
C -33.212 17.539 17.951 -0.12
N -33.653 20.870 19.135 0.02
H -32.470 22.949 17.775 0.07
H -33.873 22.571 16.920 0.06
H -32.223 22.089 16.285 0.06
H -34.018 20.211 17.223 0.12
H -31.318 20.116 18.547 0.11
H -31.577 19.504 16.870 0.12
H -32.739 17.114 17.066 0.07
H -34.245 17.841 17.777 0.09
H -33.364 16.673 18.595 0.08
H -32.930 20.822 19.838 0.05
H -34.099 20.027 19.467 0.06
C -30.068 19.600 23.912 -0.06
C -30.790 18.593 23.006 -0.43
C -32.344 18.527 23.276 -0.17
O -33.138 17.512 22.564 -0.19
C -33.404 16.392 23.436 -0.11
N -30.546 18.880 21.613 0.04
H -30.627 20.533 23.832 0.08
H -28.981 19.631 23.836 0.08
H -30.256 19.352 24.957 0.07
H -30.448 17.585 23.243 0.13
H -32.958 19.343 22.895 0.12
H -32.372 18.582 24.364 0.11
H -33.801 16.644 24.420 0.08
H -32.532 15.786 23.681 0.08
H -34.163 15.819 22.904 0.07
H -30.853 19.781 21.275 0.07
H -31.035 18.189 21.062 0.05
C -27.606 14.179 11.018 -0.22
C -28.666 14.281 12.145 -0.24
O -29.031 15.669 12.347 -0.09
O -26.348 14.581 11.558 -0.08
H -27.830 14.913 10.244 0.13
H -27.582 13.106 10.832 0.10
H -28.247 13.739 12.993 0.11
H -29.552 13.688 11.916 0.09
H -29.462 15.684 13.205 0.01
H -26.266 15.482 11.236 0.08
C -25.289 17.321 20.798 -0.17
C -24.196 17.347 19.642 -0.25
O -23.073 16.573 19.884 -0.05
O -25.694 16.022 21.284 -0.09
H -26.203 17.767 20.407 0.10
H -24.927 17.928 21.627 0.11
H -23.818 18.345 19.422 0.12
H -24.589 17.069 18.664 0.10
H -22.343 17.110 20.199 0.09
H -24.874 15.643 21.610 0.09
C -36.806 10.058 17.974 -0.22
C -37.768 10.442 16.866 -0.27
O -38.057 9.556 15.833 -0.03
O -35.532 9.955 17.394 -0.10
H -37.084 9.109 18.432 0.13
H -36.793 10.784 18.786 0.11
H -37.473 11.405 16.449 0.12
H -38.729 10.620 17.348 0.13
H -37.325 9.317 15.260 0.08
H -35.494 9.232 16.764 0.08
C -30.584 10.763 11.429 -0.24
C -31.809 10.574 10.612 -0.26
O -32.720 9.693 11.245 -0.05
O -29.566 11.478 10.668 -0.07
H -30.213 9.871 11.935 0.10
H -30.796 11.453 12.246 0.10
H -31.538 10.220 9.617 0.13
H -32.173 11.592 10.470 0.13
H -32.316 8.829 11.130 0.08
H -28.992 10.814 10.278 0.09
C -27.551 13.203 20.463 -0.25
C -28.896 13.534 21.145 -0.26
O -29.092 14.902 21.234 -0.06
O -26.485 13.292 21.373 -0.06
H -27.496 13.791 19.548 0.10
H -27.533 12.135 20.245 0.11
H -28.894 13.194 22.180 0.12
H -29.698 12.982 20.654 0.11
H -28.527 15.260 21.923 0.09
H -26.366 14.238 21.482 0.03
C -34.529 14.457 12.055 -0.30
C -33.713 15.702 11.773 -0.26
O -34.454 16.615 10.978 -0.06
O -35.272 14.699 13.167 -0.03
H -33.715 13.741 12.169 0.10
H -35.090 14.128 11.179 0.13
H -32.811 15.461 11.209 0.11
H -33.158 16.167 12.588 0.12
H -34.002 17.448 10.823 0.09
H -36.059 14.877 12.648 0.10
C -33.717 12.409 15.572 -0.06
O -32.458 12.567 16.318 -0.23
C -31.320 13.062 15.614 -0.18
C -31.353 14.644 15.464 -0.12
N -30.077 15.278 14.968 -0.07
C -28.880 14.900 15.706 -0.18
C -29.010 15.303 17.203 -0.20
O -29.189 16.707 17.200 -0.18
C -29.474 17.154 18.490 -0.12
H -34.258 13.299 15.250 0.08
H -34.336 11.800 16.231 0.05
H -33.477 11.894 14.642 0.08
H -31.147 12.533 14.677 0.11
H -30.492 12.824 16.283 0.09
H -31.641 15.191 16.362 0.10
H -32.130 14.959 14.768 0.10
H -30.130 16.266 15.171 0.10
H -28.050 15.291 15.118 0.12
H -28.796 13.815 15.650 0.10
H -28.100 14.932 17.675 0.11
H -29.827 14.734 17.645 0.11
H -30.409 16.741 18.867 0.09
H -29.563 18.236 18.391 0.07
H -28.718 16.982 19.257 0.09
C -32.478 2.996 17.333 -0.08
O -31.633 4.123 17.479 -0.17
C -31.873 5.280 16.738 -0.23
C -31.056 6.544 17.103 -0.06
N -31.621 7.692 16.290 0.17
C -31.366 9.086 16.590 -0.09
C -29.900 9.516 17.043 -0.12
O -29.245 10.212 15.956 -0.16
C -28.810 9.367 14.894 -0.07
H -31.960 2.094 17.660 0.10
H -32.938 2.824 16.360 0.10
H -33.229 3.012 18.123 0.09
H -32.915 5.562 16.884 0.13
H -31.762 5.036 15.682 0.13
H -30.043 6.411 16.724 0.14
H -31.051 6.705 18.181 0.15
H -32.041 7.463 15.401 0.16
H -32.022 9.356 17.417 0.15
H -31.712 9.738 15.788 0.13
H -29.377 8.772 17.644 0.13
H -30.074 10.241 17.838 0.13
H -28.116 9.821 14.187 0.10
H -29.615 9.008 14.253 0.07
H -28.210 8.620 15.413 0.10
```

Results
HOMO level (spin up / spin down): -9.85 / -9.85 eV
spin multiplicity: 2
charge: +1
⟨S²⟩: 0.76

=====

# 2
Below is C40H112N10O12Zn as an isolated structure, with properties calculated with wB97M-V/def2-TZVPD.

```
175
Properties=species:S:1:pos:R:3:lowdin_charge:R:1
Zn -0.479 0.367 -0.235 0.59
O -0.057 0.899 1.516 -0.37
H -0.355 0.274 2.177 -0.05
O -1.379 -1.270 -0.758 -0.39
H -1.999 -1.509 -0.017 -0.04
C 2.027 -2.154 2.351 -0.06
C 1.234 -3.407 1.904 -0.39
C -0.056 -3.494 2.785 -0.21
O 0.119 -3.104 4.096 -0.20
C -0.567 -3.823 5.053 -0.14
N 0.961 -3.482 0.450 0.04
H 2.358 -2.267 3.373 0.05
H 1.446 -1.232 2.164 0.07
H 2.988 -2.044 1.850 0.06
H 1.890 -4.339 2.120 0.16
H -0.405 -4.505 2.818 0.11
H -0.741 -2.766 2.260 0.13
H -0.153 -4.855 5.205 0.09
H -1.640 -3.979 4.867 0.09
H -0.431 -3.365 6.077 0.10
H 0.639 -4.443 0.196 0.08
H 0.220 -2.831 0.137 0.04
C 0.169 -4.800 -3.003 -0.06
C 1.044 -3.562 -3.266 -0.45
C 1.457 -3.502 -4.700 -0.24
O 2.144 -2.300 -4.932 -0.19
C 2.631 -2.236 -6.277 -0.08
N 0.306 -2.358 -2.987 0.05
H -0.228 -4.795 -1.971 0.06
H 0.796 -5.705 -3.157 0.08
H -0.707 -4.877 -3.679 0.07
H 1.885 -3.689 -2.593 0.13
H 0.560 -3.572 -5.336 0.14
H 2.101 -4.342 -4.780 0.12
H 2.887 -1.211 -6.438 0.08
H 1.773 -2.502 -6.889 0.08
H 3.443 -2.950 -6.369 0.09
H -0.438 -2.276 -3.704 0.07
H -0.177 -2.435 -2.116 0.02
C -4.041 -4.607 -0.365 -0.07
C -5.189 -3.905 -0.965 -0.47
C -6.141 -4.824 -1.791 -0.23
O -5.450 -5.734 -2.588 -0.20
C -6.347 -6.474 -3.451 -0.07
N -6.094 -3.358 0.034 0.04
H -3.397 -5.051 -1.117 0.07
H -4.391 -5.361 0.385 0.10
H -3.444 -3.813 0.185 0.09
H -4.680 -3.171 -1.679 0.14
H -6.759 -4.242 -2.385 0.09
H -6.749 -5.380 -1.054 0.13
H -5.633 -7.108 -3.971 0.09
H -6.862 -5.876 -4.159 0.07
H -6.985 -6.993 -2.774 0.08
H -6.837 -2.872 -0.434 0.07
H -5.555 -2.671 0.571 0.07
C 0.160 6.234 1.566 -0.06
C -0.229 4.977 2.347 -0.47
C -1.640 5.179 2.865 -0.27
O -1.914 4.034 3.541 -0.20
C -3.310 3.957 3.919 -0.07
N -0.155 3.816 1.568 0.06
H 1.248 6.166 1.249 0.09
H -0.026 7.172 2.095 0.07
H -0.383 6.241 0.586 0.07
H 0.387 4.883 3.269 0.15
H -2.328 5.151 2.008 0.13
H -1.744 6.153 3.441 0.15
H -3.581 4.704 4.674 0.09
H -3.518 2.981 4.274 0.07
H -3.971 4.148 3.056 0.09
H -0.637 3.054 1.985 0.03
H 0.762 3.482 1.351 0.07
C 3.691 -0.688 -1.985 -0.03
C 2.597 -0.293 -0.924 -0.34
C 3.082 1.046 -0.280 -0.21
O 3.257 2.064 -1.260 -0.23
C 3.710 3.279 -0.649 -0.09
N 1.245 -0.012 -1.466 0.04
H 4.535 -1.099 -1.456 0.07
H 3.868 0.193 -2.630 0.09
H 3.389 -1.509 -2.620 0.05
H 2.566 -1.042 -0.090 0.12
H 4.090 0.904 0.137 0.12
H 2.338 1.300 0.512 0.11
H 2.995 3.627 0.140 0.09
H 3.650 4.063 -1.424 0.08
H 4.750 3.110 -0.296 0.10
H 1.418 0.754 -2.167 0.10
H 0.929 -0.792 -2.063 0.04
C -3.030 1.559 -2.178 -0.06
C -2.628 2.346 -0.947 -0.38
C -3.336 1.953 0.387 -0.20
O -3.148 0.598 0.636 -0.26
C -3.553 0.161 1.947 -0.04
N -1.175 2.275 -0.797 0.04
H -2.332 1.830 -2.972 0.08
H -4.064 1.684 -2.530 0.09
H -2.811 0.526 -1.953 0.04
H -2.969 3.419 -1.088 0.15
H -4.405 2.178 0.368 0.13
H -2.842 2.569 1.209 0.12
H -2.938 0.784 2.602 0.09
H -3.299 -0.882 1.786 0.09
H -4.610 0.376 2.077 0.09
H -0.723 2.631 -1.592 0.02
H -0.919 2.868 0.002 0.05
C 5.554 3.214 5.831 -0.08
C 6.046 1.788 5.746 -0.40
C 5.582 1.156 4.399 -0.18
O 6.069 -0.200 4.322 -0.22
C 6.048 -0.663 2.994 -0.11
N 7.541 1.747 5.912 0.04
H 5.626 3.600 6.853 0.08
H 4.495 3.251 5.512 0.07
H 6.018 3.879 5.120 0.07
H 5.564 1.210 6.584 0.15
H 5.964 1.674 3.525 0.12
H 4.516 1.069 4.349 0.10
H 5.054 -0.540 2.580 0.07
H 6.310 -1.693 3.098 0.08
H 6.825 -0.132 2.391 0.10
H 7.833 0.789 5.808 0.05
H 8.025 2.258 5.167 0.07
C 0.321 1.370 7.028 -0.05
C 1.137 1.282 5.708 -0.38
C 1.800 -0.107 5.581 -0.21
O 2.931 -0.098 6.416 -0.21
C 3.654 -1.308 6.495 -0.11
N 0.224 1.445 4.520 0.06
H 0.329 2.461 7.388 0.09
H 0.823 0.877 7.808 0.04
H -0.698 1.045 6.833 0.07
H 2.011 1.965 5.692 0.13
H 2.253 -0.300 4.632 0.09
H 1.125 -0.920 5.779 0.12
H 3.002 -2.198 6.622 0.09
H 4.341 -1.329 7.343 0.09
H 4.134 -1.574 5.521 0.09
H 0.843 1.211 3.706 0.06
H 0.073 2.421 4.386 0.03
C 0.472 5.508 -2.195 -0.06
C 0.391 4.622 -3.447 -0.43
C 1.372 5.220 -4.457 -0.24
O 1.368 4.401 -5.554 -0.19
C 2.228 4.595 -6.613 -0.12
N 0.652 3.234 -3.093 0.05
H -0.005 5.001 -1.312 0.07
H 0.059 6.503 -2.320 0.08
H 1.542 5.535 -1.965 0.07
H -0.620 4.710 -3.856 0.14
H 2.433 5.222 -4.013 0.15
H 1.121 6.287 -4.663 0.14
H 2.040 5.502 -7.141 0.08
H 2.164 3.753 -7.287 0.09
H 3.307 4.617 -6.348 0.10
H 1.459 3.132 -2.498 0.05
H 0.830 2.764 -4.023 0.11
C -4.753 -0.973 -4.134 -0.07
C -3.483 -1.758 -4.049 -0.39
C -3.621 -3.048 -4.918 -0.24
O -4.090 -2.631 -6.135 -0.21
C -4.225 -3.699 -7.100 -0.05
N -2.205 -0.986 -4.285 0.07
H -5.626 -1.609 -4.302 0.08
H -4.696 -0.322 -5.005 0.08
H -4.994 -0.409 -3.217 0.07
H -3.325 -2.137 -3.034 0.11
H -4.347 -3.776 -4.499 0.12
H -2.692 -3.594 -4.955 0.10
H -3.215 -4.123 -7.250 0.09
H -4.651 -3.211 -7.955 0.08
H -4.891 -4.411 -6.594 0.08
H -1.976 -0.574 -3.412 0.01
H -2.561 -0.229 -4.879 0.07
```

Results
HOMO level: -8.51 eV
energy above the lowest of the compared OMol25 structures with the same formula, charge and spin: 0.264 eV

=====

no.,largest force on an atom (eV Å⁻¹),electronic energy (eV)
1,4.22,-93132.823
2,3.48,-131180.559